The following is a DFT calculation (ωB97M-V/def2-TZVPD) of a single C15H15FN2OS molecule.

Last column: natural (NBO) charge in e.
Cartesian coordinates (Å):
O1 -1.3101 4.0787 0.9172  -0.61
C1 -0.8135 2.9733 0.8737  0.65
N1 -1.5783 1.8516 1.2320  -0.60
C2 -1.0839 0.5947 1.2073  0.32
S1 -2.1800 -0.6637 1.7424  0.25
C3 -1.1349 -2.1573 1.5144  -0.53
C4 -1.4573 -2.8355 0.2253  -0.01
C5 -0.8791 -2.3952 -0.9607  -0.23
C6 -1.1950 -3.0012 -2.1635  -0.18
C7 -2.0917 -4.0555 -2.2045  -0.29
C8 -2.6610 -4.4804 -1.0182  0.41
F1 -3.5349 -5.5075 -1.0414  -0.32
C9 -2.3634 -3.8877 0.1941  -0.29
N2 0.1185 0.3097 0.8428  -0.56
C10 0.9401 1.3371 0.4778  0.26
C11 0.5370 2.6375 0.4766  -0.19
C12 1.4388 3.7728 0.0961  -0.42
C13 2.6785 3.2867 -0.6457  -0.39
C14 3.2898 2.1011 0.0943  -0.39
C15 2.3214 0.9233 0.0699  -0.44
H1 -2.5326 2.0231 1.5281  0.43
H2 -1.3444 -2.7930 2.3727  0.24
H3 -0.1122 -1.7839 1.5361  0.28
H4 -0.1819 -1.5715 -0.9288  0.23
H5 -0.7407 -2.6527 -3.0784  0.22
H6 -2.3517 -4.5435 -3.1301  0.23
H7 -2.8354 -4.2469 1.0955  0.23
H8 1.7310 4.2995 1.0105  0.21
H9 0.8689 4.4848 -0.5049  0.23
H10 2.4057 2.9787 -1.6572  0.20
H11 3.4019 4.0995 -0.7249  0.21
H12 3.4918 2.3873 1.1285  0.20
H13 4.2352 1.8088 -0.3656  0.21
H14 2.2667 0.5067 -0.9409  0.22
H15 2.6568 0.1205 0.7293  0.23

E_LUMO   0.588 eV
Net charge   0
HOMO-LUMO gap   9.2 eV
Strongest force on any atom   0.5 eV/A
Relative energy (zero: lowest compared OMol25 entry of this formula, charge and spin)   0.00 kcal per mole
SMILES string   O=c1[nH]c(SCc2cccc(F)c2)nc2c1CCCC2



The following is a DFT calculation (ωB97M-V/def2-TZVPD) of 2 unconnected molecules or ions with the total composition C15H15N2O.

Last column: natural (NBO) charge in e.
Cartesian coordinates (Å):
C1 1.5221 1.5376 -1.0644  -0.03
C2 0.8569 1.0936 -2.2059  -0.16
C3 1.2121 0.0748 -3.0991  -0.13
C4 2.2237 -0.8890 -3.0637  -0.15
C5 3.1991 -1.0151 -2.0977  -0.15
C6 3.3660 -0.1886 -0.9781  -0.14
C7 2.6187 0.8915 -0.4990  -0.11
H1 1.3295 2.5868 -0.7344  0.25
H2 -0.0009 1.7009 -2.5310  0.24
H3 0.5965 0.0577 -3.9933  0.24
H4 2.2551 -1.6164 -3.8916  0.25
H5 3.9255 -1.8332 -2.2277  0.25
H6 4.2592 -0.3969 -0.3958  0.24
H7 3.0430 1.3741 0.3962  0.23
C8 -1.6959 -3.3316 0.2751  -0.26
O1 -2.3445 -2.6698 1.3756  -0.48
C9 -2.0490 -1.3428 1.5405  0.32
C10 -1.1152 -0.6300 0.7277  -0.34
C11 -0.9121 0.7219 1.0163  0.18
C12 -1.6875 1.3213 2.0420  0.06
C13 -2.5947 0.6364 2.8459  -0.20
C14 -2.7643 -0.7213 2.6010  -0.23
N1 -1.3200 2.6632 2.0458  -0.51
C15 -0.3628 2.8305 1.0772  0.23
N2 -0.0750 1.7018 0.4665  -0.52
H8 -2.0451 -4.3598 0.3530  0.22
H9 -1.9951 -2.8833 -0.6834  0.18
H10 -0.6014 -3.2748 0.3650  0.17
H11 -0.5859 -1.1011 -0.1117  0.22
H12 -3.1330 1.1699 3.6499  0.23
H13 -3.4545 -1.3019 3.2224  0.25
H14 -1.7069 3.3727 2.6798  0.44
H15 0.0362 3.8209 0.8969  0.21

E_LUMO   -4.610 eV
Net charge   +1
HOMO-LUMO gap   6.3 eV
Strongest force on any atom   1.7 eV/A
Relative energy (zero: lowest compared OMol25 entry of this formula, charge and spin)   55.70 kcal per mole



The following is a DFT calculation (ωB97M-V/def2-TZVPD) of a single C15H15N3O5 molecule.

Last column: natural (NBO) charge in e.
Cartesian coordinates (Å):
C1 -5.2315 -0.7222 -1.5672  -0.25
O1 -3.9967 -0.8667 -0.9077  -0.51
C2 -3.3232 0.2574 -0.5286  0.38
C3 -3.7808 1.5545 -0.7118  -0.32
C4 -3.0157 2.6271 -0.2810  -0.19
C5 -1.7978 2.4143 0.3317  -0.24
C6 -1.3368 1.1190 0.5156  -0.20
C7 -2.0826 0.0352 0.0921  -0.09
C8 -1.6468 -1.3981 0.2612  -0.25
N1 -0.3382 -1.5604 0.8470  -0.61
C9 0.6757 -2.1255 0.1834  0.66
O2 0.6204 -2.5867 -0.9343  -0.62
C10 2.0016 -2.1514 0.9871  -0.30
N2 2.7164 -0.9105 0.7816  -0.36
C11 3.6400 -0.8101 -0.1741  0.14
C12 4.3056 0.3691 -0.3999  -0.09
N3 5.3082 0.4372 -1.4180  0.54
O3 5.5643 -0.5840 -2.0224  -0.39
O4 5.8423 1.5097 -1.6055  -0.38
C13 4.0025 1.5045 0.3878  -0.12
C14 3.0553 1.4041 1.3504  -0.30
C15 2.3368 0.1839 1.5907  0.62
O5 1.4474 0.0310 2.4121  -0.65
H1 -5.9726 -0.2273 -0.9313  0.18
H2 -5.1248 -0.1658 -2.5036  0.18
H3 -5.5658 -1.7348 -1.7873  0.20
H4 -4.7302 1.7429 -1.1871  0.22
H5 -3.3834 3.6314 -0.4287  0.21
H6 -1.2034 3.2491 0.6697  0.21
H7 -0.3860 0.9647 1.0008  0.22
H8 -2.3889 -1.9213 0.8766  0.21
H9 -1.6264 -1.8869 -0.7178  0.25
H10 -0.1604 -1.1208 1.7420  0.43
H11 1.7959 -2.2588 2.0543  0.24
H12 2.6049 -2.9838 0.6250  0.23
H13 3.8521 -1.6845 -0.7752  0.26
H14 4.5367 2.4231 0.1986  0.26
H15 2.7859 2.2415 1.9737  0.24

E_LUMO   -0.562 eV
Net charge   0
HOMO-LUMO gap   8.0 eV
Strongest force on any atom   1.2 eV/A
Relative energy (zero: lowest compared OMol25 entry of this formula, charge and spin)   30.40 kcal per mole
SMILES string   COc1ccccc1CNC(=O)Cn1cc([N+](=O)[O-])ccc1=O